The following is a DFT calculation (ωB97M-V/def2-TZVPD) of a molecular structure, C13H28Cu2N2O at a distorted geometry.

Last column: natural (NBO) charge in e.
Positions of all 46 atoms, in Å:
Cu (8.546, -26.617, -6.506)  0.958
Cu (8.614, -24.872, -3.860)  0.920
C (10.074, -26.783, -0.444)  -0.610
C (11.454, -26.210, -0.133)  -0.393
C (12.080, -25.464, -1.318)  -0.421
C (12.287, -26.372, -2.516)  -0.223
N (13.022, -25.767, -3.664)  -0.197
C (13.273, -26.829, -4.713)  -0.209
C (14.503, -26.431, -5.527)  -0.437
C (15.159, -25.316, -4.710)  -0.431
C (14.421, -25.240, -3.386)  -0.213
C (12.207, -24.676, -4.295)  -0.420
H (9.332, -25.980, -0.524)  0.196
H (9.794, -27.436, 0.380)  0.252
H (9.997, -27.332, -1.386)  0.177
H (12.128, -27.023, 0.148)  0.215
H (11.373, -25.516, 0.700)  0.239
H (13.006, -24.967, -1.026)  0.235
H (11.388, -24.658, -1.608)  0.184
H (11.412, -26.859, -2.943)  0.234
H (12.929, -27.193, -2.173)  0.226
H (12.341, -27.044, -5.231)  0.228
H (13.500, -27.712, -4.112)  0.223
H (14.221, -26.118, -6.530)  0.237
H (15.128, -27.315, -5.617)  0.253
H (15.115, -24.327, -5.168)  0.232
H (16.221, -25.509, -4.572)  0.266
H (14.322, -24.260, -2.929)  0.238
H (14.827, -25.917, -2.631)  0.229
H (12.027, -23.951, -3.506)  0.230
H (11.236, -25.116, -4.555)  0.211
H (12.735, -24.320, -5.171)  0.243
O (9.330, -26.767, -4.555)  -1.359
H (8.902, -27.186, -3.795)  0.480
C (10.310, -31.259, -7.372)  -0.628
C (10.786, -30.500, -6.147)  -0.378
C (9.714, -30.274, -5.060)  -0.521
C (8.440, -29.897, -5.682)  0.305
N (7.435, -29.620, -6.160)  -0.359
H (9.423, -30.849, -7.846)  0.220
H (10.134, -32.311, -7.126)  0.226
H (11.131, -31.338, -8.085)  0.234
H (11.149, -29.518, -6.494)  0.175
H (11.712, -30.923, -5.758)  0.228
H (10.004, -29.456, -4.405)  0.234
H (9.552, -31.228, -4.557)  0.272

As for the HOMO-LUMO gap: 0.297 Eh. Its lowest unoccupied orbital energy is -0.3069 Ha. Its net charge is +2.

The following is a DFT calculation (ωB97M-V/def2-TZVPD) of H2N2O3S in the gas phase at a distorted geometry.

Last column: natural (NBO) charge in e.
Positions of all 8 atoms, in Å:
N (0.464, -0.695, -0.732)  -0.544
N (0.403, 0.579, -0.505)  0.211
O (1.176, 1.474, -0.790)  -0.326
O (-1.980, -0.075, 0.512)  -0.927
O (0.095, 0.310, 1.959)  -0.895
S (-0.998, 0.786, 1.130)  1.657
H (1.224, -1.319, -1.163)  0.408
H (-0.385, -1.060, -0.410)  0.414

As for the HOMO-LUMO gap: 0.357 Eh. Its lowest unoccupied orbital energy is -0.0094 Ha. For the energy relative to the best compared isomer or geometry (same formula, charge and spin), the calculation gives 0.966 eV. The SMILES is N[N+]([O-])=S(=O)=O.

HOMO-LUMO gap of number 2 (H2N2O3S)? 0.357 Eh

The highest lowest unoccupied orbital energy belongs to which entry? H2N2O3S